{"formula": "C13H13AuN2O4", "method": "ωB97M-V/def2-TZVPD", "elements": ["Au", "O", "C", "O", "C", "C", "C", "C", "C", "N", "C", "O", "O", "H", "H", "H", "H", "H", "C", "C", "C", "C", "C", "C", "N", "H", "H", "H", "H", "H", "H", "H", "H"], "positions_angstrom": [[0.08309, 0.04419, -0.31185], [-3.02145, -0.67361, 1.48601], [-2.33207, -1.55863, 0.75812], [-2.65718, -1.97977, -0.31236], [-1.09079, -2.01385, 1.48464], [-1.18009, -2.92104, 2.52568], [-0.01656, -3.35054, 3.13505], [1.19669, -2.85512, 2.68465], [1.20172, -1.95473, 1.63405], [0.07573, -1.53292, 1.04222], [2.51650, -1.46739, 1.06507], [3.28839, -0.77364, 1.92446], [2.87480, -1.73237, -0.03788], [-3.78273, -0.38740, 0.95478], [-2.15081, -3.27542, 2.84201], [-0.05076, -4.06240, 3.94850], [2.13725, -3.16255, 3.12099], [2.79144, -0.54171, 2.71994], [-2.45600, 1.85754, -1.45470], [-1.10143, 2.27444, -1.92571], [-0.74134, 3.29029, -2.77488], [0.67652, 3.25289, -2.89203], [1.11956, 2.21565, -2.10999], [2.50909, 1.72936, -1.86204], [0.03419, 1.61723, -1.51707], [-3.21733, 2.50518, -1.88877], [-2.53921, 1.92818, -0.36450], [-2.68628, 0.82709, -1.74364], [-1.41952, 3.97842, -3.25551], [1.30124, 3.90732, -3.47995], [3.21956, 2.32186, -2.43762], [2.63236, 0.68228, -2.15122], [2.78544, 1.81119, -0.80644]], "forces_ev_per_a": [[0.01, 0.03, 0.02], [-0.01, 0.01, -0.02], [0.02, 0.00, -0.02], [0.00, 0.00, 0.02], [0.00, -0.02, 0.00], [-0.02, 0.00, -0.02], [0.04, -0.02, 0.04], [-0.01, 0.04, -0.05], [0.01, -0.03, -0.01], [0.02, 0.01, 0.00], [0.00, 0.06, 0.06], [-0.06, -0.01, -0.02], [0.01, -0.02, -0.02], [0.00, 0.01, 0.01], [0.00, 0.00, 0.00], [-0.01, 0.00, 0.00], [-0.02, -0.03, 0.02], [0.04, 0.00, -0.01], [0.00, 0.01, 0.01], [-0.01, 0.00, 0.01], [0.00, 0.00, 0.01], [0.00, -0.01, 0.01], [0.01, 0.01, 0.01], [0.00, 0.00, 0.00], [0.00, -0.03, -0.03], [0.00, 0.00, 0.00], [0.00, 0.00, 0.00], [0.00, 0.00, 0.00], [0.00, 0.00, 0.00], [0.00, 0.00, 0.00], [0.00, 0.00, 0.00], [0.00, 0.00, 0.00], [0.00, 0.00, 0.00]], "energy_ha": -1049.3650, "lumo_ev": -0.99, "spin_multiplicity": 1}

{"formula": "C20H63F6N24O17", "method": "ωB97M-V/def2-TZVPD", "elements": ["O", "H", "H", "H", "C", "O", "O", "C", "F", "F", "F", "C", "C", "H", "H", "H", "H", "H", "H", "C", "O", "O", "C", "F", "F", "F", "C", "C", "H", "H", "H", "H", "H", "H", "C", "O", "N", "N", "H", "H", "H", "H", "C", "O", "N", "N", "H", "H", "H", "H", "C", "O", "N", "N", "H", "H", "H", "H", "C", "O", "N", "N", "H", "H", "H", "H", "C", "O", "N", "N", "H", "H", "H", "H", "C", "O", "N", "N", "H", "H", "H", "H", "C", "O", "N", "N", "H", "H", "H", "H", "C", "O", "N", "N", "H", "H", "H", "H", "C", "O", "N", "N", "H", "H", "H", "H", "C", "O", "N", "N", "H", "H", "H", "H", "C", "O", "N", "N", "H", "H", "H", "H", "C", "O", "N", "N", "H", "H", "H", "H"], "positions_angstrom": [[-0.80183, -0.99227, 0.05891], [-1.13209, -1.69950, -0.49998], [-1.48528, -0.52566, 0.54549], [-0.32635, -0.34781, -0.47042], [-3.40802, 0.76568, 2.49228], [-3.50821, 1.65919, 3.58654], [-2.14834, 0.78348, 1.95834], [-3.86396, -0.71008, 2.80977], [-3.05505, -1.68294, 2.40607], [-3.93714, -0.90253, 4.08875], [-5.07678, -1.00622, 2.20458], [-4.81848, 1.93927, 4.07467], [-4.63669, 2.91712, 5.31024], [-5.63746, 3.24530, 5.59109], [-4.23279, 2.41558, 6.18968], [-3.91242, 3.72763, 5.22901], [-5.50743, 1.09912, 4.16186], [-5.33257, 2.56595, 3.34591], [-4.04960, 1.10350, 1.67843], [-1.80322, -2.45076, -3.28298], [-0.49419, -2.56630, -3.84333], [-1.68391, -2.76155, -1.91723], [-2.44059, -1.06326, -3.67123], [-1.69342, -0.06805, -3.27786], [-2.56267, -0.89485, -4.97113], [-3.74326, -0.88658, -3.16317], [-0.31977, -3.56697, -4.90688], [1.16200, -3.87226, -5.20088], [1.19370, -4.57113, -6.03674], [1.80350, -3.01396, -5.40059], [1.50790, -4.37732, -4.29901], [-0.77783, -3.23037, -5.83693], [-0.86115, -4.51028, -4.83503], [-2.40459, -3.25372, -3.70926], [2.31231, -1.67897, -2.06928], [3.34898, -1.19622, -1.80152], [1.22300, -0.99469, -2.25689], [2.08733, -2.90580, -2.48545], [1.37741, 0.00163, -2.19697], [0.35940, -1.36911, -2.62309], [1.24410, -3.09754, -3.00726], [2.84473, -3.57089, -2.54954], [0.54994, -3.54660, 1.98504], [0.14089, -4.66779, 2.31903], [0.32755, -2.64329, 2.77717], [1.40253, -3.32225, 1.08546], [-0.31803, -2.79266, 3.53942], [0.82703, -1.76606, 2.81031], [1.84477, -2.41563, 1.13602], [1.83822, -4.09079, 0.59595], [6.54446, 0.17442, -0.33116], [7.69878, 0.11911, 0.10470], [5.56306, -0.41745, 0.20859], [6.22794, 0.89658, -1.36310], [4.65285, -0.27770, -0.20627], [5.67983, -1.10625, 0.93798], [5.53915, 0.51554, -1.99594], [6.93067, 1.50744, -1.75439], [-2.79448, 5.28521, 2.94026], [-2.50411, 6.41815, 3.38331], [-3.76881, 5.02193, 2.07803], [-2.01847, 4.24459, 3.11783], [-3.98274, 4.03508, 2.09983], [-4.45589, 5.67862, 1.73630], [-1.28412, 4.53966, 3.74533], [-2.38028, 3.30342, 3.05956], [0.17937, 6.06198, -0.11018], [-0.89928, 5.84689, -0.62117], [1.20091, 5.31112, -0.21824], [0.34662, 7.06400, 0.70508], [1.13777, 4.40234, -0.65440], [2.12812, 5.62857, 0.02588], [-0.46551, 7.66423, 0.68842], [1.24347, 7.50815, 0.84105], [0.01295, 1.02116, 5.00519], [0.91712, 1.14350, 5.74867], [-0.12310, 1.75524, 3.95825], [-0.95590, 0.14776, 5.04166], [-0.91381, 1.55327, 3.36319], [0.52645, 2.50383, 3.76386], [-0.95869, -0.38436, 5.90012], [-1.71195, 0.11162, 4.37293], [-0.52929, 2.45795, -0.97170], [-0.18016, 1.29464, -1.17288], [-1.15038, 2.98666, 0.02675], [-0.27601, 3.35693, -1.87513], [-1.35961, 2.40629, 0.82644], [-1.70522, 3.83061, 0.02764], [0.43585, 2.95935, -2.47119], [-0.76524, 4.23748, -1.94852], [2.45010, 1.39293, -4.24082], [2.06435, 1.47646, -3.13820], [3.21289, 2.29082, -4.82082], [2.08441, 0.46678, -5.03874], [3.58167, 1.93278, -5.69026], [3.66332, 3.02889, -4.29885], [2.44603, 0.44945, -5.98162], [1.66448, -0.37155, -4.66329], [-5.33503, -3.06635, -0.76484], [-6.26452, -3.51796, -0.11237], [-4.30036, -2.49370, -0.23995], [-5.30289, -3.19114, -2.06576], [-4.23029, -2.40834, 0.76400], [-3.48979, -2.43116, -0.83925], [-6.13927, -3.59230, -2.46529], [-4.66450, -2.61871, -2.59950], [-0.06914, -6.36104, -1.48841], [0.38303, -7.48557, -1.21916], [-0.54997, -5.49207, -0.62295], [-0.02727, -5.88371, -2.62015], [-0.78130, -4.54691, -0.89361], [-0.62329, -5.66928, 0.36867], [-0.36106, -4.93471, -2.71009], [0.59064, -6.33826, -3.27717], [3.21615, 2.47798, 0.14403], [3.91021, 3.04804, 0.95899], [2.47636, 1.42274, 0.32311], [3.03223, 2.89233, -1.06533], [1.70878, 1.18306, -0.28801], [2.51383, 0.99810, 1.23874], [3.66181, 3.65954, -1.25270], [2.69015, 2.42393, -1.89219], [3.79597, -1.40376, 2.94756], [2.78271, -0.95603, 2.53421], [4.41830, -2.39727, 2.39584], [4.33255, -1.00718, 4.05520], [5.19263, -2.90476, 2.79954], [3.92995, -2.80586, 1.61183], [5.33575, -1.08857, 4.13928], [3.79562, -0.19655, 4.32848]], "forces_ev_per_a": [[0.91, -0.52, 1.31], [-0.85, -1.60, -1.80], [-1.22, 1.03, 1.41], [0.62, 1.52, -0.98], [1.43, -0.18, -2.85], [-0.21, -0.96, 0.46], [-0.26, -0.31, 0.96], [-0.61, 0.51, -1.19], [0.93, -0.17, -1.03], [-0.95, -0.15, 2.49], [0.67, 0.56, 0.89], [0.68, 2.54, 0.33], [-0.43, -1.85, 0.21], [0.12, 0.43, -0.02], [-0.16, -0.57, -0.01], [-0.39, 0.17, -0.98], [0.52, -0.37, 0.76], [-0.07, 0.13, -0.55], [-1.11, 0.17, 0.11], [-0.31, -1.89, 3.02], [0.40, -1.01, -2.02], [-0.41, 1.88, -1.47], [-0.72, -0.82, 0.89], [0.56, 1.00, 1.16], [-0.28, -0.54, -1.48], [1.80, -0.41, -0.26], [0.00, 1.12, -1.40], [-0.94, -0.26, 0.94], [0.06, 0.04, 0.00], [-0.24, 0.06, 0.01], [0.56, -0.21, -0.44], [-0.02, 0.84, -0.08], [-0.03, -0.11, 1.33], [-0.49, 0.16, -0.64], [-2.22, -1.27, -2.26], [4.86, 1.66, 2.04], [-2.72, 3.53, 0.74], [0.82, -4.24, -0.36], [-0.67, 0.07, -0.14], [0.32, 0.02, 0.21], [0.19, 0.07, 0.62], [-0.14, 0.20, 0.08], [-0.88, -7.68, 1.52], [-1.04, -1.93, -1.46], [-2.53, 8.54, 6.27], [4.18, 1.14, -5.37], [0.19, -0.17, -0.32], [-0.08, 0.05, -0.22], [0.24, -0.05, -0.50], [-0.31, 0.23, 0.02], [5.01, 0.20, 1.55], [0.49, 0.04, 0.22], [-4.30, -2.72, 2.11], [-0.98, 2.64, -4.13], [-0.25, -0.36, 0.33], [0.04, 0.30, -0.30], [-0.11, 0.32, 0.05], [-0.05, -0.45, 0.11], [0.71, 4.17, 0.02], [-0.65, -1.17, -0.46], [-2.22, -0.87, -1.17], [2.03, -1.03, 1.28], [-0.61, 0.21, -0.71], [0.28, -0.09, 0.54], [0.16, -1.03, 0.17], [0.38, -0.24, 0.33], [-1.69, 0.11, -0.18], [-2.25, -0.53, -1.08], [4.46, -3.29, -1.14], [-0.38, 4.00, 1.99], [0.07, 0.23, -0.15], [-0.29, -0.32, 0.30], [0.27, 0.28, 0.31], [-0.22, -0.22, 0.13], [-0.48, 0.37, -1.40], [3.47, -0.16, 3.90], [-0.21, 3.44, -3.96], [-2.17, -3.61, 2.10], [0.16, 0.35, -0.76], [-0.17, -0.35, -0.03], [-0.52, -0.23, -0.39], [0.21, 0.05, 0.35], [-0.85, 0.08, -0.56], [0.79, -1.74, 1.08], [-2.31, -0.64, 4.52], [1.68, 0.80, -3.53], [-0.31, -0.59, 0.11], [0.74, 0.35, -0.51], [-0.38, 0.79, -1.07], [0.56, 0.16, 0.14], [0.82, 1.46, -0.84], [-1.72, 0.75, 5.20], [2.08, 1.90, -1.74], [-1.36, -4.40, -3.45], [0.63, 1.07, 0.19], [-0.05, -0.32, -0.24], [-0.31, -0.37, 0.26], [-0.13, 0.14, -0.01], [-2.26, -1.42, 1.85], [-1.05, -0.24, 0.66], [2.91, 1.82, 1.33], [-0.08, -0.36, -3.62], [-0.01, -0.21, -0.48], [0.53, 0.06, 0.34], [0.37, 0.26, -0.15], [-0.45, -0.26, -0.13], [1.05, -4.21, 7.01], [-0.24, -0.02, 0.20], [-1.30, 1.32, 2.96], [0.50, 3.16, -9.03], [-0.16, -0.04, -0.14], [0.23, -0.26, -0.03], [0.26, -0.08, -0.66], [-0.41, 0.29, -0.14], [0.00, -0.17, 1.36], [0.91, 0.42, 1.02], [-1.44, -3.61, 2.59], [1.15, 4.32, -4.48], [0.14, 0.08, 0.06], [-0.25, -0.19, -0.06], [-0.10, 0.11, -0.29], [-0.11, -0.69, 0.42], [0.74, -1.02, 0.59], [-4.04, 1.75, -2.12], [1.66, -3.47, -3.05], [1.05, 1.93, 3.07], [-0.39, 0.16, 0.02], [0.40, -0.22, 0.11], [-0.27, 0.49, 0.44], [0.81, 0.41, 0.92]], "charge": -1, "energy_ha": -3992.6643, "lumo_ev": 1.29, "spin_multiplicity": 1}